Below is 12 unconnected molecules or ions with the total composition C74H54ClINO22, with properties calculated with the ωB97M-V functional and the def2-TZVPD basis.

Results
**Highest occupied orbital energy**: -0.403 Ha
**Gap between HOMO and LUMO**: 6.3 eV
**Max |F|**: 4.968 eV Å⁻¹
**Energy**: -5319.28235 Eh

ORCA input file:
```
! wB97M-V def2-TZVPD RIJCOSX def2/J DEFGRID3
* xyz 1 1
C -0.0408 -1.5710 0.9443
C 0.3088 -3.0083 0.2377
C -0.9178 -4.0958 0.2257
Cl -0.6832 -5.4110 -1.1121
C -2.4273 -3.4233 0.1899
N -3.3477 -3.7380 1.3527
C -4.7459 -3.1447 1.4580
C -5.3358 -2.1250 0.3179
C -4.3927 -1.7532 -0.9898
C -2.8886 -2.4253 -1.0262
I -1.6091 -1.8656 -2.7476
H -0.2496 -0.7629 0.0948
H -0.9513 -1.5829 1.6789
H 0.9135 -1.2840 1.6012
H 0.6644 -2.8129 -0.8778
H 1.2058 -3.4870 0.8275
H -0.8314 -4.7037 1.2491
H -2.9891 -4.3893 2.1136
H -5.3728 -3.4205 2.4136
H -6.4015 -1.6512 0.4202
H -4.7336 -1.0513 -1.8679
C 0.3355 -2.7078 6.8192
C 0.2903 -3.7906 6.0370
C -0.6509 -3.8777 4.9031
O -0.6944 -4.8692 4.1879
C -1.5386 -2.7220 4.6663
C -1.4934 -1.6392 5.4485
C -0.5521 -1.5521 6.5823
O -0.5087 -0.5606 7.2976
H 1.0194 -2.6280 7.6554
H 0.9354 -4.6462 6.1973
H -2.2224 -2.8018 3.8301
H -2.1384 -0.7836 5.2882
C 0.9173 -8.4794 -3.4469
C 1.4674 -7.2676 -3.5706
C 2.6900 -7.0595 -4.3715
O 3.1953 -5.9511 -4.4836
C 3.2797 -8.2413 -5.0312
C 2.7295 -9.4531 -4.9075
C 1.5070 -9.6612 -4.1067
O 1.0016 -10.7696 -3.9946
H 0.0212 -8.6495 -2.8627
H 1.0464 -6.3907 -3.0935
H 4.1758 -8.0712 -5.6154
H 3.1505 -10.3300 -5.3847
C 1.1908 3.9762 4.1456
C 2.3278 4.2779 4.7801
C 2.7189 3.5839 6.0229
O 3.7584 3.8607 6.6055
C 1.8061 2.5431 6.5362
C 0.6691 2.2414 5.9017
C 0.2781 2.9354 4.6589
O -0.7614 2.6586 4.0764
H 0.8888 4.4762 3.2334
H 3.0083 5.0383 4.4159
H 2.1081 2.0431 7.4484
H -0.0113 1.4810 6.2659
C -6.4861 1.8695 -5.7351
C -6.0065 1.8338 -4.4881
C -6.3873 0.7582 -3.5514
O -5.9504 0.7259 -2.4092
C -7.3169 -0.2765 -4.0463
C -7.7965 -0.2408 -5.2933
C -7.4157 0.8347 -6.2300
O -7.8526 0.8671 -7.3721
H -6.2175 2.6517 -6.4346
H -5.3233 2.5850 -4.1103
H -7.5855 -1.0587 -3.3468
H -8.4798 -0.9920 -5.6710
C 0.2899 8.1203 1.3860
C -0.2845 9.2942 1.6659
C -0.8974 9.5522 2.9838
O -1.4252 10.6257 3.2401
C -0.8495 8.4640 3.9805
C -0.2750 7.2901 3.7006
C 0.3378 7.0321 2.3827
O 0.8656 5.9586 2.1264
H 0.7434 7.9143 0.4241
H -0.3271 10.1025 0.9458
H -1.3029 8.6700 4.9424
H -0.2324 6.4817 4.4207
C -4.2463 2.6381 -10.5846
C -4.5438 3.1327 -9.3791
C -4.1998 2.4004 -8.1444
O -4.4735 2.8514 -7.0407
C -3.5133 1.1018 -8.2933
C -3.2158 0.6071 -9.4988
C -3.5598 1.3395 -10.7335
O -3.2861 0.8885 -11.8372
H -4.4922 3.1620 -11.5002
H -5.0465 4.0842 -9.2532
H -3.2674 0.5778 -7.3777
H -2.7131 -0.3443 -9.6247
C 6.7356 7.8010 7.9489
C 7.2152 7.7653 9.1959
C 6.8344 6.6897 10.1326
O 7.2713 6.6574 11.2748
C 5.9048 5.6550 9.6377
C 5.4252 5.6907 8.3907
C 5.8060 6.7662 7.4540
O 5.3691 6.7986 6.3118
H 7.0042 8.5832 7.2494
H 7.8985 8.5165 9.5737
H 5.6362 4.8728 10.3372
H 4.7420 4.9395 8.0129
C 1.1017 -4.8574 -7.2298
C 0.7109 -3.8330 -7.9941
C -0.3992 -3.9754 -8.9567
O -0.7563 -3.0389 -9.6581
C -1.0613 -5.2923 -9.0408
C -0.6704 -6.3167 -8.2765
C 0.4397 -6.1744 -7.3138
O 0.7968 -7.1108 -6.6124
H 1.9146 -4.7701 -6.5192
H 1.1859 -2.8606 -7.9437
H -1.8741 -5.3796 -9.7514
H -1.1454 -7.2892 -8.3269
C 8.9537 3.7471 11.6652
C 8.6562 4.2418 12.8707
C 9.0002 3.5094 14.1054
O 8.7265 3.9604 15.2091
C 9.6867 2.2108 13.9565
C 9.9842 1.7162 12.7510
C 9.6402 2.4486 11.5163
O 9.9139 1.9975 10.4126
H 8.7078 4.2711 10.7496
H 8.1535 5.1932 12.9966
H 9.9326 1.6869 14.8721
H 10.4869 0.7648 12.6251
C 0.1279 5.1986 -9.1658
C 0.8817 6.1273 -9.7621
C 0.8301 6.3337 -11.2229
O 1.5213 7.1821 -11.7697
C -0.0874 5.4756 -11.9985
C -0.8413 4.5469 -11.4023
C -0.7897 4.3406 -9.9414
O -1.4808 3.4921 -9.3946
H 0.1541 5.0338 -8.0955
H 1.5591 6.7650 -9.2069
H -0.1137 5.6405 -13.0688
H -1.5187 3.9092 -11.9574
C -3.7945 -7.0975 0.6144
C -3.5841 -8.2533 -0.0230
C -3.6531 -9.5445 0.6893
O -3.4586 -10.6027 0.1071
C -3.9650 -9.5091 2.1319
C -4.1754 -8.3534 2.7693
C -4.1065 -7.0621 2.0571
O -4.3009 -6.0040 2.6392
H -3.7470 -6.1416 0.1071
H -3.3550 -8.2959 -1.0810
H -4.0125 -10.4650 2.6392
H -4.4045 -8.3107 3.8274
*
```